(1)
25
Properties=species:S:1:pos:R:3:mulliken_charge:R:1 method="wB97M-V/def2-TZVPD" de_lowest_ev=0.835 gap_ha="0.1689 / 0.2386" spin_multiplicity=6 homo_ev="-5.51 / -8.71"
La -0.17602 0.00161 0.23574 1.146
Cl -2.51213 -0.26287 -1.27153 -0.559
C 1.09026 -1.59205 -1.02306 -1.420
H 1.91018 -2.05883 -0.43788 0.360
H 1.55044 -1.19641 -1.95360 0.353
H 0.42072 -2.42323 -1.33995 0.332
Ir -1.42533 1.82007 -1.41893 0.941
C -2.49942 3.10555 -0.39298 -1.091
C -1.49090 2.37698 -3.31098 -1.137
C 0.33552 2.31809 -0.93696 -1.342
H -0.46929 2.64439 -3.61810 0.316
H -1.85034 1.51398 -3.89747 0.275
H -2.17473 3.23239 -3.44030 0.296
H -1.84117 3.63805 0.30763 0.317
H -2.98247 3.80501 -1.09575 0.316
H -3.26544 2.52537 0.14914 0.265
H 1.19749 1.92756 -1.52025 0.501
H 0.66240 2.76873 0.03134 0.524
C -0.75115 -2.52484 2.53676 -0.985
O -0.16102 -1.10214 3.82553 -0.284
C 0.16395 -0.10239 3.26736 0.515
O 0.56771 0.99598 2.94764 -0.546
H -1.01169 -3.30628 3.25275 0.298
H 0.16504 -2.71014 1.96605 0.327
H -1.60834 -2.06540 2.02656 0.283

(2)
23
Properties=species:S:1:pos:R:3:nbo_charge:R:1 method="wB97M-V/def2-TZVPD" de_lowest_ev=3.936 gap_ha="0.2823 / 0.2861" spin_multiplicity=1 homo_ev="-7.10 / -7.19"
C 2.33542 -0.12313 -0.41333 -0.608
C 0.89162 -1.12681 1.52222 -0.606
C 0.16004 -1.15346 -0.85474 -0.611
C 0.22770 0.98603 0.29935 0.175
C -2.62794 0.70269 0.05645 -0.055
C 0.90314 -0.36857 0.13902 -0.162
N -2.80623 0.99133 -1.26869 -0.839
O 0.55637 1.66333 1.43338 -0.709
Cl -3.39105 -0.81607 0.54979 -0.083
H 3.01591 0.13140 0.36304 0.214
H 2.49320 0.76526 -1.07293 0.211
H 2.59429 -1.00105 -0.95963 0.212
H 0.00680 -1.11921 2.10558 0.231
H 1.54826 -0.66379 2.20222 0.211
H 1.41263 -2.05273 1.24202 0.206
H -0.94607 -1.21741 -0.64542 0.224
H 0.21450 -0.59434 -1.80184 0.200
H 0.44584 -2.23371 -0.95798 0.217
H -0.18490 1.61810 -0.59869 0.131
H -2.85665 1.38980 0.87166 0.189
H -1.92725 1.56904 -1.51265 0.380
H -2.94571 0.14932 -1.86952 0.397
H 0.88008 2.50398 1.17070 0.477

(3)
23
Properties=species:S:1:pos:R:3:nbo_charge:R:1 method="wB97M-V/def2-TZVPD" smiles="CC[P@](=O)(Cl)C(C)(C)C" de_lowest_ev=0.556 gap_ha=0.3833 spin_multiplicity=1 homo_ev=-9.74
C 3.24427 -0.07499 -0.35915 -0.611
C -1.38311 -0.83951 1.34823 -0.592
C -2.18330 1.17068 0.17563 -0.621
C -1.22122 -0.63619 -1.24066 -0.656
C 1.80599 -0.57284 -0.09441 -0.779
C -1.21712 0.03657 0.10904 -0.319
O 0.64810 1.91198 -0.88225 -1.099
P 0.55693 0.79720 0.11911 1.812
Cl 1.14549 1.54666 1.81002 -0.262
H 3.10499 0.84797 -0.87453 0.231
H 3.74237 0.17008 0.68555 0.211
H 3.82750 -0.75030 -0.92977 0.220
H -0.56791 -1.75029 1.36734 0.206
H -1.27678 -0.22248 2.11140 0.202
H -2.43864 -1.39264 1.35491 0.217
H -2.08125 1.82912 -0.74018 0.238
H -1.95715 1.73884 0.98366 0.214
H -3.25775 0.74342 0.05007 0.215
H -0.77008 0.06071 -2.04584 0.249
H -0.59783 -1.56035 -1.20284 0.220
H -2.29222 -0.64417 -1.63199 0.233
H 1.77412 -1.24639 0.85685 0.239
H 1.39461 -1.16307 -0.97018 0.235

(4)
23
Properties=species:S:1:pos:R:3:nbo_charge:R:1 method="wB97M-V/def2-TZVPD" smiles="CC(C)P(S)Cl.C=CC" de_lowest_ev=1.115 gap_ha=0.3453 spin_multiplicity=1 homo_ev=-8.80
C 3.56212 1.51829 -0.45291 -0.652
C 3.34990 -0.95940 0.36092 -0.420
C -2.08012 -1.77283 0.69249 -0.630
C -3.25709 -0.41429 -0.94971 -0.613
C 2.90091 0.16231 -0.21978 -0.138
C -2.44611 -0.32854 0.31466 -0.547
P -0.82006 0.49986 -0.01210 0.747
S -1.63025 2.44820 -0.19337 -0.335
Cl 0.04147 0.35827 1.92082 -0.330
H 2.96423 2.24198 0.10493 0.214
H 4.51341 1.39970 0.04394 0.204
H 3.70332 1.76095 -1.48587 0.221
H 2.87430 -1.87787 0.12047 0.206
H 4.00118 -0.81058 1.11512 0.186
H -0.45536 3.08385 0.15920 0.169
H -1.60982 -2.39528 -0.23957 0.210
H -1.42693 -1.89722 1.56671 0.231
H -2.86071 -2.36936 1.05559 0.223
H -4.28135 -0.73527 -0.85563 0.224
H -2.82548 -0.94822 -1.66555 0.207
H -3.49233 0.52808 -1.32651 0.213
H 2.12375 0.16450 -1.08012 0.177
H -2.84899 0.34289 1.02628 0.235

(5)
23
Properties=species:S:1:pos:R:3:nbo_charge:R:1 method="wB97M-V/def2-TZVPD" total_charge=-1 de_lowest_ev=1.856 gap_ha=0.2632 spin_multiplicity=1 homo_ev=-4.37
Ga 2.52792 -1.93925 1.31881 0.561
C 0.65916 -1.13627 0.95040 -0.858
C -0.20727 -2.39465 0.52184 0.240
C -1.79877 -2.36867 1.07639 -0.541
O -0.56835 -3.26217 1.57747 -0.511
H 2.27816 -3.30521 2.15579 -0.310
H 3.36076 -2.31804 -0.00741 -0.330
H 3.32616 -0.89563 2.24169 -0.320
H 0.23086 -0.78671 1.90486 0.218
H 0.59413 -0.42696 0.10788 0.206
H -0.03521 -2.80721 -0.50953 0.195
H -1.63502 -1.25375 1.25830 0.184
H -2.19523 -2.50448 2.10434 0.264
C -0.81648 1.46043 -2.17528 -0.724
C -0.69003 2.27537 -0.91155 0.586
O -0.76027 1.75861 0.17621 -0.514
C -0.47153 3.76218 -1.06524 -0.718
H -0.96914 0.41370 -1.91457 0.249
H -1.67291 1.80620 -2.75798 0.218
H 0.09732 1.54532 -2.76656 0.226
H -1.31263 4.20948 -1.59883 0.219
H 0.45718 3.94841 -1.60785 0.225
H -0.39881 4.21932 -0.07919 0.233

(6)
24
Properties=species:S:1:pos:R:3:nbo_charge:R:1 method="wB97M-V/def2-TZVPD" total_charge=+1 de_lowest_ev=0.120 gap_ha=0.3191 spin_multiplicity=1 homo_ev=-12.55
C -0.43514 -1.13902 1.23218 -0.245
C 0.47209 1.05616 0.71775 -0.247
C -1.53000 -0.22508 1.78998 -0.238
C -0.90483 1.53459 0.23451 -0.227
C 2.48123 -0.12031 -0.98973 -0.730
C 1.47693 -0.90646 -0.23783 0.319
N 0.58026 -0.37499 0.51999 -0.319
N -1.95061 0.64468 0.71596 -0.632
O -0.68125 -0.50140 -2.99683 -0.964
I 1.57923 -2.99006 -0.42554 0.324
H 0.03568 -1.71395 2.03741 0.237
H -0.89619 -1.83642 0.52761 0.242
H 1.24828 1.59877 0.18868 0.241
H 0.57833 1.24277 1.78931 0.232
H -2.37476 -0.84868 2.08243 0.241
H -1.18037 0.30051 2.69478 0.176
H -1.02903 2.57157 0.56543 0.210
H -0.92560 1.51820 -0.86147 0.214
H 1.98396 0.57266 -1.67235 0.272
H 3.10961 0.45852 -0.30945 0.265
H 3.12686 -0.76992 -1.57725 0.268
H -1.62103 -0.70073 -3.06842 0.485
H -2.79923 1.14532 0.94076 0.391
H -0.34443 -0.51673 -3.89790 0.483

(7)
26
Properties=species:S:1:pos:R:3:nbo_charge:R:1 method="wB97M-V/def2-TZVPD" total_charge=+4 gap_ha="0.2072 / 0.2001" spin_multiplicity=7 homo_ev="-20.90 / -23.95"
O 1.43008 3.40314 2.06950 -1.057
Mg 2.73983 4.72542 2.07349 1.922
C 0.51448 2.91404 2.93060 -0.051
H 0.58647 1.85119 3.20063 0.174
H -0.80438 1.94373 1.55466 0.527
H 0.11357 3.58907 3.69772 0.215
O -1.00476 1.42398 0.56732 -0.766
C -0.13291 2.02866 -0.37380 -0.161
C 0.16483 1.12457 -1.54212 -0.148
O 0.24903 -0.20053 -1.01524 -0.504
C 0.37019 -1.27508 -1.94445 -0.140
C 0.25962 -2.54287 -1.13081 -0.133
O -0.87667 -2.41330 -0.26273 -0.524
C -1.25671 -3.63642 0.37553 -0.292
Ru -1.18473 -0.53987 0.33918 1.938
H 0.79395 2.40223 0.35752 0.265
H -0.53159 2.99070 -0.72243 0.285
H 1.10707 1.39999 -2.03334 0.292
H -0.63600 1.16518 -2.29700 0.259
H 1.34047 -1.23374 -2.45557 0.297
H -0.43890 -1.20631 -2.68669 0.255
H 1.15415 -2.70346 -0.51272 0.259
H 0.11565 -3.40434 -1.79522 0.299
H -2.06054 -3.40646 1.08014 0.244
H -1.61713 -4.34156 -0.38269 0.282
H -0.39507 -4.05798 0.90853 0.263

(8)
22
Properties=species:S:1:pos:R:3:nbo_charge:R:1 method="wB97M-V/def2-TZVPD" smiles="C=C(CN)C(C)(C)N" de_lowest_ev=1.305 gap_ha=0.3538 spin_multiplicity=1 homo_ev=-8.69
C 0.84079 -0.21006 -0.17806 0.081
C -1.65003 0.43132 -0.35837 -0.247
C 0.56630 -1.71563 -0.05018 -0.620
C 1.11888 0.18178 -1.62819 -0.617
C -0.21597 0.61992 0.42888 0.012
N 2.15526 0.17699 0.67822 -0.850
N -2.73423 0.42910 0.58273 -0.868
C -0.19193 1.38628 1.50025 -0.405
H 2.13741 -0.35426 1.54428 0.350
H 2.96572 -0.14361 0.15560 0.348
H -2.71112 -0.37406 1.19936 0.368
H -3.63863 0.75301 0.26484 0.375
H -1.65663 -0.45922 -1.00029 0.161
H -1.72752 1.30340 -1.01301 0.199
H -0.22352 -2.04442 -0.72317 0.209
H 1.46937 -2.27069 -0.30350 0.214
H 0.27667 -1.96331 0.97008 0.213
H 0.27891 -0.06672 -2.27304 0.213
H 1.99521 -0.35539 -1.98910 0.208
H 1.31947 1.24807 -1.69135 0.226
H 0.71290 1.53383 2.06311 0.214
H -1.08731 1.89368 1.82092 0.215

Number 1: largest force on an atom 3.62 eV/Å, E_tot -983.23306 Ha. Number 2: largest force on an atom 3.10 eV/Å, E_tot -827.03663 Ha. Number 3: largest force on an atom 7.34 eV/Å, E_tot -1113.80502 Ha. Number 4: largest force on an atom 4.38 eV/Å, E_tot -1436.68193 Ha. Number 5: largest force on an atom 3.89 eV/Å, E_tot -2312.05885 Ha. Number 6: largest force on an atom 1.31 eV/Å, E_tot -719.21092 Ha. Number 7: largest force on an atom 4.77 eV/Å, E_tot -830.92794 Ha. Number 8: largest force on an atom 3.81 eV/Å, E_tot -346.47920 Ha.